The ion CHN6S with charge -1 at a distorted geometry. Source: the Open Molecules 2025 dataset; level of theory: ωB97M-V with the def2-TZVPD basis set.

Calculated values
**E_HOMO (alpha / beta)**: -0.1348 / -0.1348 Eh
**Orbital gap (alpha / beta)**: 0.2635 / 0.2635 Eh
**E_LUMO (alpha / beta)**: 3.50 / 3.50 eV
**Energy relative to the best compared isomer or geometry (same formula, charge and spin)**: 64.69 kcal per mole
**SMILES**: [H]/N=N/n1nnnc1[S-]
**Net charge**: -1

```
9
Properties=species:S:1:pos:R:3:nbo_charge:R:1
H -3.13835 -0.22119 -0.02953 0.311
N -2.14647 0.15205 0.12303 -0.408
N -1.21459 -0.66988 -0.20567 0.053
N -0.03042 -0.01077 -0.10087 -0.142
N 0.05509 1.28980 0.06932 -0.125
N 1.28837 1.61724 0.12771 -0.070
N 2.08941 0.54816 0.04238 -0.402
C 1.34071 -0.55563 -0.01683 0.135
S 1.75625 -2.14977 -0.00953 -0.352
```

A cluster of 2 separate species, CHNO2PS in total at a distorted geometry. Source: the Open Molecules 2025 dataset; level of theory: ωB97M-V with the def2-TZVPD basis set.

Calculated values
**E_HOMO (alpha / beta)**: -0.1815 / -0.1816 Eh
**Orbital gap (alpha / beta)**: 0.3131 / 0.3131 Eh
**E_LUMO (alpha / beta)**: 3.58 / 3.58 eV
**Energy relative to the best compared isomer or geometry (same formula, charge and spin)**: 91.13 kcal per mole
**Net charge**: -1

```
7
Properties=species:S:1:pos:R:3:nbo_charge:R:1
C -0.88966 0.41194 -1.17421 -0.114
N -1.64526 1.26080 -1.29932 -0.282
O 0.22204 0.63480 1.60964 -1.077
O 1.74302 -0.62419 -0.75369 -1.041
P 0.33017 -0.68468 -0.43990 1.704
S -0.44471 -2.27670 0.40265 -0.576
H 0.68441 1.27802 1.65484 0.385
```

An isolated molecule of CHNO2S at a distorted geometry. Source: the Open Molecules 2025 dataset; level of theory: ωB97M-V with the def2-TZVPD basis set.

Calculated values
**E_HOMO**: -0.3687 Eh
**Orbital gap**: 0.3794 Eh
**E_LUMO**: 0.29 eV
**Energy relative to the best compared isomer or geometry (same formula, charge and spin)**: 8.29 kcal per mole

```
6
Properties=species:S:1:pos:R:3:nbo_charge:R:1
C 1.75395 1.16410 1.73760 0.895
N 0.87115 0.68321 1.07220 -0.837
O 2.64019 1.57785 2.36272 -0.478
O 0.36088 1.56747 -1.35148 -0.916
S -0.23675 0.94258 -0.19230 1.310
H -0.21702 -0.48104 -0.63893 0.026
```

An isolated molecule of CHNO2S at a distorted geometry. Source: the Open Molecules 2025 dataset; level of theory: ωB97M-V with the def2-TZVPD basis set.

Calculated values
**E_HOMO**: -0.3655 Eh
**Orbital gap**: 0.3104 Eh
**E_LUMO**: -1.50 eV
**Energy relative to the best compared isomer or geometry (same formula, charge and spin)**: 66.86 kcal per mole
**SMILES**: O=C=NOS

```
6
Properties=species:S:1:pos:R:3:nbo_charge:R:1
O -2.55021 -0.89132 0.48021 -0.493
C -1.46125 -0.70479 0.17148 0.784
N -0.29348 -0.85068 0.05298 -0.238
O 0.85793 -0.47954 -0.48706 -0.379
S 1.18346 1.43358 -0.51579 0.201
H 2.26355 1.49274 0.29819 0.124
```

Look up the energy relative to the best compared isomer or geometry (same formula, charge and spin) of the fourth one. 66.86 kcal per mole